Entry 1:
Density functional theory data (the ωB97M-V functional and the def2-TZVPD basis) for a structure of composition C5H8GaLiO4 in a non-equilibrium geometry.

```
! RIJCOSX wB97M-V def2-TZVPD def2/J DEFGRID3
* xyz 1 2
C 0.5702 1.7782 2.6614
C 0.8189 0.4267 2.1069
O 1.2654 0.2117 0.9841
Li 1.7852 -1.5297 0.3720
H -0.3031 1.7220 3.3303
H 1.4414 2.1754 3.1914
H 0.2760 2.4426 1.8347
H 0.1559 0.8054 -0.9941
H 0.7589 -0.4183 2.8242
O -0.6873 0.4512 -2.8948
C 0.6977 -2.0477 -1.3792
C -0.8200 0.5412 -1.5315
O 1.2456 -2.3298 -2.4548
O -0.6721 -1.8493 -1.6175
C -1.3014 -0.7778 -0.9100
Ga -0.2713 -1.1974 -3.4059
H -1.5210 1.3423 -1.2212
H -2.3777 -0.9183 -1.0596
H -1.0616 -0.8281 0.1636
*
```

E_tot in hartree: -2428.32966
Energy above the lowest of the compared OMol25 structures with the same formula, charge and spin in eV: 0.937
Lowest unoccupied orbital energy (spin up / spin down) in eV: -3.75 / -4.95
HOMO level (spin up / spin down) in eV: -11.978 / -13.752

***

Entry 2:
Density functional theory data (the ωB97M-V functional and the def2-TZVPD basis) for a structure of composition C20H17N4OPd.

```
! RIJCOSX wB97M-V def2-TZVPD def2/J DEFGRID3
* xyz 1 3
Pd 0.5392 0.9475 -1.1945
C -0.8430 -2.1896 -3.9845
C -0.4632 -0.9117 -3.5616
N -0.6412 -0.4827 -2.3222
C -1.2739 -1.2637 -1.4063
C -1.6915 -2.5727 -1.7638
C -1.4323 -3.0288 -3.0742
C -2.3968 -3.3614 -0.8356
C -2.7407 -2.8247 0.3776
C -2.3149 -1.5538 0.7569
C -1.5306 -0.7427 -0.0715
N -0.9901 0.4698 0.2156
C -0.9569 1.2589 1.3231
C -1.6810 1.0974 2.5087
C -1.5316 1.9500 3.6010
C -0.6993 3.0371 3.5481
C 0.0142 3.3087 2.3640
C 0.8115 4.4641 2.2289
C 1.5026 4.6844 1.0676
C 1.4123 3.7287 0.0494
N 0.6565 2.6554 0.1475
C -0.0750 2.4159 1.2630
H -0.6794 -2.4904 -5.0074
H -0.0097 -0.2129 -4.2557
H -1.7263 -4.0320 -3.3428
H -2.6911 -4.3592 -1.1133
H -3.3463 -3.3952 1.0643
H -2.6066 -1.2248 1.7364
H -2.4005 0.3064 2.6082
H -2.0995 1.7472 4.4963
H -0.5917 3.7026 4.3884
H 0.8535 5.1628 3.0508
H 2.1103 5.5629 0.9320
H 1.9641 3.8520 -0.8766
C 3.8575 -1.8399 0.2082
C 2.8238 -1.2111 -0.6769
N 2.1427 -2.0392 -1.4816
O 2.6077 -0.0001 -0.6702
H 4.0521 -2.8721 -0.0633
H 3.5110 -1.8002 1.2387
H 4.7749 -1.2605 0.1580
H 2.3235 -3.0275 -1.5099
H 1.4558 -1.6550 -2.1208
*
```

E_tot in hartree: -1194.30017
Lowest unoccupied orbital energy (spin up / spin down) in eV: -3.34 / -5.06
HOMO level (spin up / spin down) in eV: -10.539 / -10.766

***

Entry 3:
Density functional theory data (the ωB97M-V functional and the def2-TZVPD basis) for the molecule C6H8N2 in a non-equilibrium geometry.

```
! RIJCOSX wB97M-V def2-TZVPD def2/J DEFGRID3
* xyz 0 1
C -2.4938 -0.6032 0.2569
N -1.3557 -0.1956 -0.4190
C -1.0780 1.2888 -0.1408
C 0.3681 0.8899 0.0855
C 1.7851 0.8820 0.1846
N 2.1614 -0.3857 0.1034
C 1.1054 -1.3610 -0.0512
C 0.0549 -0.4567 -0.0410
H -2.7676 -1.6561 -0.0562
H -2.5467 -0.5426 1.3720
H -3.2944 0.0097 0.0654
H -1.6484 1.6794 0.6852
H -1.0175 1.9643 -1.1193
H 2.5832 1.6136 0.1699
H 3.3583 -0.3564 -0.2267
H 1.2420 -2.4815 -0.4449
*
```

E_tot in hartree: -342.76061
Energy above the lowest of the compared OMol25 structures with the same formula, charge and spin in eV: 4.716
Lowest unoccupied orbital energy in eV: 0.74
HOMO level in eV: -7.880
Structure (SMILES): CN1Cc2c[nH]cc21

***

Entry 4:
Density functional theory data (the ωB97M-V functional and the def2-TZVPD basis) for the molecule C19H24BrN3O5S.

```
! RIJCOSX wB97M-V def2-TZVPD def2/J DEFGRID3
* xyz 0 1
C -1.1489 -3.8302 1.0376
C -1.1576 -2.8443 -0.1187
O 0.1684 -2.3766 -0.3694
C 0.6782 -2.5312 -1.5819
O 0.1566 -3.1317 -2.4929
C 2.0086 -1.9003 -1.6599
C 3.1313 -2.4383 -2.2516
C 3.3059 -3.7198 -2.9785
N 4.1625 -1.5723 -2.0342
C 3.7361 -0.4824 -1.3384
C 4.6260 0.6451 -0.9725
C 2.3975 -0.6589 -1.0824
S 1.4186 0.6361 -0.3921
O 0.0198 0.3275 -0.3719
O 2.0131 1.0725 0.8482
N 1.7510 1.8297 -1.5401
C 0.9257 1.6784 -2.7185
C 1.8790 3.1859 -1.0366
C 0.5419 3.7271 -0.5216
O -0.1833 4.4290 -1.1986
N 0.2667 3.3495 0.7408
C -1.0517 3.5513 1.3155
C -1.9170 2.3471 1.0511
C -2.5664 2.2130 -0.1696
C -3.3084 1.0802 -0.4482
C -3.4157 0.0667 0.4879
C -2.7544 0.2065 1.6937
Br -2.8846 -1.1795 2.9884
C -2.0049 1.3284 1.9877
H -0.7040 -3.3700 1.9154
H -0.5758 -4.7166 0.7758
H -2.1674 -4.1232 1.2752
H -1.7437 -1.9540 0.1220
H -1.5479 -3.3055 -1.0320
H 2.3288 -4.1495 -3.1771
H 3.8909 -4.4263 -2.3891
H 3.8189 -3.5569 -3.9252
H 5.1099 -1.7221 -2.3452
H 5.6483 0.2998 -0.8310
H 4.2641 1.0943 -0.0520
H 4.6187 1.4079 -1.7509
H 1.3612 2.2538 -3.5350
H -0.1030 2.0090 -2.5511
H 0.9152 0.6223 -2.9810
H 2.2334 3.8205 -1.8528
H 2.6150 3.1625 -0.2325
H 0.8415 2.6244 1.1549
H -1.4744 4.4376 0.8351
H -0.9391 3.7282 2.3877
H -2.4779 3.0009 -0.9025
H -3.8082 0.9788 -1.3997
H -4.0020 -0.8169 0.2831
H -1.4905 1.4080 2.9341
*
```

E_tot in hartree: -4251.12015
Energy above the lowest of the compared OMol25 structures with the same formula, charge and spin in eV: 0.000
Lowest unoccupied orbital energy in eV: 0.44
HOMO level in eV: -8.657
Structure (SMILES): CCOC(=O)c1c(C)[nH]c(C)c1S(=O)(=O)N(C)CC(=O)NCc1cccc(Br)c1